1.
Here is a 6-piece molecular cluster, C33H42FN7O4S2 overall in a non-equilibrium geometry from OMol25. Energies are from ωB97M-V/def2-TZVPD.

The geometry in XYZ format:
```
89
Properties=species:S:1:pos:R:3
N 1.7352 -4.8734 0.1693
C 0.5855 -4.6912 0.2642
O -0.5719 -4.1372 0.5783
C -0.9728 -3.1833 -0.3753
C -2.1432 -3.4201 -1.0710
C -2.5566 -2.5250 -2.0403
O -3.7272 -2.7593 -2.7398
C -1.8074 -1.3900 -2.3137
C -0.6504 -1.1178 -1.6107
C -0.2505 -2.0354 -0.6306
S 1.2692 -1.6290 0.2367
C 2.2141 -0.9629 -1.1385
C 3.5486 -1.2183 -1.2897
C 4.2380 -0.7089 -2.3832
S 5.9490 -1.0276 -2.6813
O 6.4066 -0.2195 -3.7635
O 6.0964 -2.4162 -2.9805
F 6.7888 -0.7469 -1.3624
C 3.5329 0.0677 -3.2962
C 2.1940 0.3356 -3.1261
C 1.4874 -0.1853 -2.0524
N 0.0973 0.0724 -1.8722
H -2.7749 -4.2890 -0.8956
H -3.4229 -3.0691 -3.6028
H -2.1058 -0.6715 -3.0813
H 4.0990 -1.8254 -0.5646
H 4.1011 0.4455 -4.1470
H 1.6682 0.9705 -3.8381
H 0.0053 0.7000 -1.0709
C 4.2349 2.3416 3.2391
C 4.4351 1.0353 2.4784
C 4.6085 1.2434 0.9723
C 3.4106 1.8835 0.4014
N 2.4703 2.3761 -0.0445
H 3.3249 2.8564 2.9245
H 4.1441 2.1538 4.3097
H 5.0797 3.0162 3.0849
H 3.5809 0.3803 2.6621
H 5.3181 0.5268 2.8710
H 4.7616 0.2859 0.4774
H 5.4773 1.8728 0.7690
C -7.6833 -0.7858 -5.7032
C -7.3770 -1.1796 -4.2632
C -6.5754 -0.1134 -3.5112
C -5.2790 0.1168 -4.1685
N -4.2611 0.2856 -4.6789
H -6.7689 -0.6623 -6.2870
H -8.2773 -1.5604 -6.1901
H -8.2457 0.1470 -5.7429
H -6.8249 -2.1225 -4.2591
H -8.3163 -1.3559 -3.7349
H -6.3930 -0.4334 -2.4839
H -7.1266 0.8260 -3.4817
C 7.7490 -3.7935 0.6059
C 7.9451 -2.8141 1.7589
C 6.7553 -2.7834 2.7258
C 5.5358 -2.3686 2.0173
N 4.5895 -2.0434 1.4490
H 6.8963 -3.5173 -0.0166
H 8.6288 -3.8032 -0.0374
H 7.5887 -4.8082 0.9765
H 8.1141 -1.8145 1.3519
H 8.8433 -3.0902 2.3144
H 6.9457 -2.0805 3.5381
H 6.5905 -3.7689 3.1640
C -9.1045 4.9117 -2.4021
C -9.8529 3.9113 -1.5280
C -9.3133 2.4833 -1.6608
C -9.4431 2.0127 -3.0502
N -9.5447 1.6512 -4.1384
H -9.2083 4.6742 -3.4620
H -9.5012 5.9162 -2.2542
H -8.0404 4.9282 -2.1567
H -10.9123 3.9297 -1.7917
H -9.7770 4.2217 -0.4841
H -9.8682 1.8076 -1.0092
H -8.2612 2.4435 -1.3718
C 1.2014 2.0158 6.2430
C 1.5748 1.6345 7.6696
C 2.3597 2.7355 8.3925
C 3.6301 3.0159 7.6872
N 4.6238 3.2341 7.1505
H 2.0880 2.1795 5.6282
H 0.6262 1.2171 5.7735
H 0.5971 2.9250 6.2178
H 2.1663 0.7166 7.6535
H 0.6630 1.4177 8.2297
H 2.5915 2.4258 9.4119
H 1.7727 3.6535 8.4433
```

Results
molar mass	683.9	g/mol
HOMO-LUMO gap	8.84	eV
maximum force	3.48	eV/A
ΔE to the lowest compared entry with this formula, charge and spin	0.609	eV
HOMO energy	-8.54	eV
LUMO energy	0.31	eV

List of Löwdin charges in e, atom by atom:
1 N 0.18
2 C -0.33
3 O 0.05
4 C -0.25
5 C 0.07
6 C -0.30
7 O 0.02
8 C 0.06
9 C -0.25
10 C -0.35
11 S 1.04
12 C -0.41
13 C -0.10
14 C -0.27
15 S 0.67
16 O -0.26
17 O -0.26
18 F -0.16
19 C -0.04
20 C 0.01
21 C -0.26
22 N 0.07
23 H 0.14
24 H 0.12
25 H 0.12
26 H 0.07
27 H 0.12
28 H 0.13
29 H 0.14
30 C -0.11
31 C -0.27
32 C -0.18
33 C -0.22
34 N 0.17
35 H 0.07
36 H 0.05
37 H 0.08
38 H 0.10
39 H 0.10
40 H 0.06
41 H 0.13
42 C -0.11
43 C -0.26
44 C -0.19
45 C -0.23
46 N 0.15
47 H 0.07
48 H 0.07
49 H 0.04
50 H 0.11
51 H 0.10
52 H 0.12
53 H 0.08
54 C -0.10
55 C -0.26
56 C -0.17
57 C -0.17
58 N 0.20
59 H 0.06
60 H 0.08
61 H 0.08
62 H 0.11
63 H 0.11
64 H 0.12
65 H 0.12
66 C -0.11
67 C -0.26
68 C -0.18
69 C -0.22
70 N 0.18
71 H 0.07
72 H 0.07
73 H 0.08
74 H 0.11
75 H 0.11
76 H 0.12
77 H 0.12
78 C -0.10
79 C -0.26
80 C -0.19
81 C -0.23
82 N 0.14
83 H 0.05
84 H 0.07
85 H 0.08
86 H 0.11
87 H 0.11
88 H 0.11
89 H 0.12

---

2.
Here is C33H42N3ORhSi3 as an isolated structure from OMol25. Energies are from ωB97M-V/def2-TZVPD.

The geometry in XYZ format:
```
83
Properties=species:S:1:pos:R:3
Rh 0.4915 -0.5092 -0.7269
C -2.4925 1.1485 3.1968
Si -1.7274 0.8718 1.4898
C -3.0547 0.0532 0.4222
C -0.4589 2.9747 -0.0860
C -0.1595 -0.0989 1.4112
Si 1.2063 0.5177 2.5510
C 0.8603 0.0922 4.3657
C 2.9279 -0.1684 2.1760
C 1.4492 2.3975 2.5879
Si -0.4929 -1.8779 1.8506
C -1.6997 -2.2604 3.2541
C 1.0738 -2.8702 2.1874
C -1.2128 -2.8053 0.3453
C -2.1730 -3.8113 0.3783
C -2.5312 -4.4630 -0.7915
C -1.9186 -4.0977 -1.9796
C -0.9803 -3.0803 -1.9513
N -0.6406 -2.4596 -0.8239
H -3.4490 1.6676 3.0738
H -1.8513 1.7883 3.8084
H -2.6821 0.2339 3.7571
H -3.9589 0.6669 0.3755
H -3.3444 -0.9068 0.8580
H -2.7159 -0.1505 -0.5975
H -0.3005 4.0418 -0.2631
H -0.2772 1.5393 -1.6495
H 0.4799 2.5340 0.2274
H 0.8373 -0.9838 4.5515
H -0.0790 0.5116 4.7310
H 1.6690 0.5045 4.9764
H 3.3225 -0.6967 3.0478
H 3.6093 0.6586 1.9573
H 2.9674 -0.8483 1.3273
H 0.5479 2.9840 2.7686
H 1.9502 2.7782 1.6956
H 2.1273 2.5912 3.4255
H -1.4147 -1.7748 4.1882
H -1.7006 -3.3394 3.4354
H -2.7244 -1.9623 3.0210
H 1.6210 -2.5391 3.0703
H 1.7577 -2.8323 1.3377
H 0.7915 -3.9155 2.3452
H -2.6382 -4.0756 1.3193
H -3.2787 -5.2463 -0.7784
H -2.1644 -4.5788 -2.9160
H -0.4899 -2.7274 -2.8493
O -0.7966 -0.1281 -2.4981
C -1.7134 0.3767 -3.2496
C -2.0872 -0.2854 -4.4525
C -3.1070 0.1694 -5.2469
C -3.8370 1.3190 -4.9067
C -3.4984 1.9910 -3.7597
C -2.4481 1.5530 -2.9353
C -2.0984 2.2919 -1.7453
N -0.8357 2.3363 -1.3412
C -1.5758 2.7463 0.9269
C -2.8213 3.2432 0.3220
N -3.0247 2.9349 -1.0135
H -1.5265 -1.1720 -4.7200
H -3.3495 -0.3682 -6.1556
H -4.6313 1.6800 -5.5445
H -4.0236 2.9099 -3.5166
H -1.3852 3.3081 1.8425
H -3.6633 3.6721 0.8390
H -3.9641 2.9438 -1.3774
C 5.3727 2.3454 -1.2089
C 3.9970 2.6519 -1.1438
C 3.0747 1.6438 -1.1621
C 3.4561 0.2820 -1.2381
C 2.4816 -0.7659 -1.2039
C 2.9413 -2.0623 -1.2876
C 4.3190 -2.3695 -1.3874
C 5.2476 -1.3708 -1.3919
C 4.8392 -0.0152 -1.3145
C 5.7792 1.0442 -1.2980
H 6.1028 3.1446 -1.1915
H 3.6770 3.6849 -1.0854
H 2.0137 1.8710 -1.1304
H 2.2323 -2.8851 -1.2647
H 4.6327 -3.4047 -1.4521
H 6.3061 -1.5958 -1.4555
H 6.8350 0.8039 -1.3531
```

Results
molar mass	683.9	g/mol
HOMO-LUMO gap (alpha / beta)	7.16 / 7.13	eV
maximum force	0.47	eV/A
HOMO energy (alpha / beta)	-6.77 / -7.66	eV
multiplicity	5
LUMO energy (alpha / beta)	0.39 / -0.54	eV

List of Löwdin charges in e, atom by atom:
1 Rh 0.99
2 C -0.16
3 Si 0.46
4 C -0.15
5 C -0.17
6 C -0.54
7 Si 0.40
8 C -0.18
9 C -0.17
10 C -0.18
11 Si 0.43
12 C -0.18
13 C -0.16
14 C -0.29
15 C -0.06
16 C -0.06
17 C -0.05
18 C -0.12
19 N -0.03
20 H 0.03
21 H 0.03
22 H 0.02
23 H 0.03
24 H 0.03
25 H 0.02
26 H 0.14
27 H 0.09
28 H 0.06
29 H 0.02
30 H 0.02
31 H 0.03
32 H 0.03
33 H 0.03
34 H 0.00
35 H 0.02
36 H 0.02
37 H 0.04
38 H 0.02
39 H 0.03
40 H 0.02
41 H 0.02
42 H 0.02
43 H 0.04
44 H 0.10
45 H 0.11
46 H 0.11
47 H 0.11
48 O -0.21
49 C -0.36
50 C -0.01
51 C -0.08
52 C -0.10
53 C -0.05
54 C -0.10
55 C -0.23
56 N 0.11
57 C -0.31
58 C -0.08
59 N 0.12
60 H 0.11
61 H 0.10
62 H 0.10
63 H 0.11
64 H 0.10
65 H 0.12
66 H 0.15
67 C -0.09
68 C -0.09
69 C -0.06
70 C -0.21
71 C -0.22
72 C -0.15
73 C -0.09
74 C -0.05
75 C -0.18
76 C -0.04
77 H 0.10
78 H 0.10
79 H 0.07
80 H 0.08
81 H 0.10
82 H 0.11
83 H 0.11